(1)
61
Properties=species:S:1:pos:R:3:forces:R:3 method="wB97M-V/def2-TZVPD" e_lumo_ev="2.54 / 2.66" total_charge=-1 mol_weight_g_mol=561.57 homo_lumo_gap_ev="3.15 / 2.31"
Ga 0.163 -0.064 0.211 -1.22 0.00 -2.57
Cl 0.012 1.144 5.042 0.09 0.10 0.12
Cl -1.664 -1.181 4.632 -0.18 -0.16 0.10
Cl 1.759 -0.268 -1.534 0.42 0.07 0.02
O -0.536 4.068 0.103 0.26 -0.03 0.20
O -0.462 -4.233 0.036 0.35 -0.09 0.08
O -0.170 0.046 2.059 -1.80 1.09 3.90
O -2.121 1.245 1.967 2.91 -2.10 3.19
N 0.130 -2.105 0.377 0.02 -1.69 0.62
N 0.248 1.978 0.155 0.10 1.56 0.22
C -1.927 2.384 -0.945 0.05 -0.03 -0.14
C -1.878 -2.576 -1.003 0.10 0.07 -0.11
C -1.124 -1.289 -3.049 -0.60 -0.20 1.28
C -0.901 -0.054 -3.651 0.55 -0.11 -1.27
C -1.208 0.610 2.661 -1.49 1.59 -5.08
C -0.674 -2.544 -3.726 0.04 -0.14 -0.02
C -0.682 -2.921 -0.181 0.01 0.18 0.20
C -1.726 1.136 -1.752 -0.03 1.35 -2.00
C 2.498 -2.447 1.057 0.07 -0.04 -0.03
C 0.809 -4.308 0.738 -0.18 0.01 -0.17
C -0.688 2.768 -0.216 0.07 -0.18 0.23
C 0.624 -2.723 2.698 0.13 -0.11 0.03
C 1.061 -2.882 1.249 -0.30 -0.12 -0.36
C -0.765 2.445 -3.682 -0.01 0.12 -0.02
C -1.389 0.507 4.149 -0.76 0.21 0.29
C 2.466 2.938 -0.227 0.11 0.05 -0.13
C 1.335 2.785 0.778 -0.44 0.11 -0.21
C 0.600 4.111 1.015 -0.23 0.00 -0.28
C -1.691 -1.305 -1.777 -0.04 -1.34 -1.98
C 1.813 2.140 2.062 0.14 0.18 0.00
C -1.162 1.160 -3.025 -0.73 0.29 1.42
C -1.991 -0.095 -1.143 1.51 -0.05 2.61
H -1.569 3.183 -3.672 -0.07 0.06 0.01
H -2.703 2.230 -0.193 0.01 0.00 0.14
H -2.288 1.084 4.455 0.77 -0.38 -0.32
H -2.531 -0.111 -0.206 -0.48 0.03 0.01
H 2.009 1.082 1.895 0.12 -0.01 0.03
H 3.162 -3.117 1.604 0.09 -0.09 0.11
H 2.645 -1.440 1.439 0.03 0.12 0.04
H 1.562 -4.631 0.019 0.06 0.02 -0.04
H 0.714 -5.043 1.530 -0.04 -0.09 0.09
H 2.743 2.603 2.392 0.07 0.11 0.07
H -0.348 -2.345 -4.743 0.03 0.07 -0.11
H -2.718 -2.474 -0.313 -0.16 0.01 0.12
H 1.191 4.988 0.773 0.03 0.08 -0.03
H -1.459 -3.300 -3.772 -0.09 -0.06 0.01
H 0.204 4.193 2.027 -0.04 -0.02 0.07
H 2.773 -2.439 0.007 0.01 -0.01 -0.12
H 3.135 2.085 -0.174 0.07 -0.12 -0.12
H 1.067 2.226 2.847 0.04 -0.04 0.04
H -0.417 -3.012 2.829 -0.08 -0.09 -0.05
H -0.441 -0.038 -4.631 0.02 0.00 -0.12
H 3.026 3.851 -0.022 0.15 0.03 0.10
H 0.090 2.892 -3.174 0.15 0.07 0.06
H 0.714 -1.689 3.015 0.06 -0.06 0.01
H -2.101 -3.423 -1.646 0.04 -0.11 -0.05
H -0.480 2.283 -4.718 0.03 -0.06 -0.11
H -2.240 3.231 -1.551 0.06 0.13 -0.07
H 0.171 -2.982 -3.194 0.13 -0.05 0.05
H 1.246 -3.347 3.339 0.08 -0.11 0.07
H 2.078 2.992 -1.243 0.00 0.01 -0.03

(2)
13
Properties=species:S:1:pos:R:3:forces:R:3 method="wB97M-V/def2-TZVPD" e_lumo_ev=0.82 total_charge=0 mol_weight_g_mol=137.55 relative_energy_kj_mol=89.54 homo_lumo_gap_ev=10.49 smiles="CN1N=N[C@H](Cl)[C@H]1F"
Cl -2.972 0.331 -0.780 -0.84 -0.24 -1.23
F 0.320 1.699 0.733 0.80 1.43 1.63
N -1.386 -1.235 0.694 -0.09 0.42 0.16
N -0.197 -1.384 0.362 0.09 -2.03 0.36
N 0.457 -0.372 -0.164 -1.15 1.84 0.08
C -0.253 0.864 -0.109 -2.87 -2.33 0.31
C -1.836 0.117 0.500 2.71 1.93 -0.49
C 1.871 -0.447 -0.346 0.93 -3.01 0.12
H -2.392 0.555 1.365 1.34 -0.30 -0.29
H 2.503 -0.145 0.516 -0.70 -0.64 0.08
H -0.307 1.358 -1.075 -0.56 -0.05 -0.18
H 2.182 0.284 -1.071 -0.05 -0.22 -1.03
H 2.010 -1.627 -0.626 0.37 3.20 0.48

(3)
13
Properties=species:S:1:pos:R:3:forces:R:3 method="wB97M-V/def2-TZVPD" e_lumo_ev=0.38 total_charge=0 mol_weight_g_mol=85.11 relative_energy_kj_mol=178.36 homo_lumo_gap_ev=9.96 smiles="CC(C)=NC=O"
O 2.209 0.598 0.612 0.51 -0.58 -0.32
N 0.823 -0.933 -0.458 0.15 -0.07 1.21
C -1.433 -0.844 0.370 0.08 -0.14 0.03
C -0.253 1.265 -0.319 0.06 0.03 0.00
C 2.058 -0.403 -0.065 0.17 0.14 0.36
C -0.170 -0.197 -0.103 -0.31 -0.04 -0.27
H 2.883 -1.109 -0.247 0.06 0.28 -0.34
H -2.338 -0.220 0.292 0.46 -0.22 -0.05
H -0.848 1.831 0.406 -0.02 -0.29 -0.25
H -1.209 -1.013 1.436 -0.34 -0.13 -0.16
H -1.560 -1.813 -0.124 -0.06 0.15 0.23
H 0.663 1.793 -0.577 -0.17 -0.31 0.11
H -0.824 1.045 -1.223 -0.60 1.18 -0.55

(4)
11
Properties=species:S:1:pos:R:3:forces:R:3 method="wB97M-V/def2-TZVPD" e_lumo_ev=-0.70 total_charge=0 mol_weight_g_mol=129.14 relative_energy_kj_mol=381.02 homo_lumo_gap_ev=8.93 smiles="C=C1SC1=O.N#CO"
S 1.276 -1.017 1.005 0.50 0.50 0.75
O -0.062 -3.339 -2.565 -0.03 1.60 -0.47
O -0.301 -2.943 -0.109 -0.48 0.88 1.44
N 0.260 -0.987 -2.068 0.44 3.90 0.34
C 0.050 -2.069 -2.282 0.11 -3.37 -2.79
C -0.457 -0.545 0.858 0.05 0.33 -1.04
C -1.221 0.563 0.884 1.65 -2.21 1.23
C -0.067 -1.845 0.353 -0.55 -0.90 0.10
H -0.193 -3.592 -1.652 -0.33 -1.72 1.23
H -2.212 0.377 0.512 -0.42 0.85 0.12
H -0.786 1.340 1.536 -0.93 0.15 -0.92